Version 1
60
Properties=species:S:1:pos:R:3:mulliken_charge:R:1 method="wB97M-V/def2-TZVPD" smiles="CC(C)[C@@H]1Oc2ccccc2N(CC(=O)N(Cc2ccccn2)C[C@H]2CCCO2)C1=O" lumo_energy_ev=0.77
C 4.947 1.067 1.395 -1.53
C 3.998 1.425 0.254 0.99
C 4.404 2.744 -0.394 -1.50
C 2.549 1.506 0.788 -0.42
O 2.166 0.315 1.455 -0.48
C 1.977 -0.746 0.617 0.64
C 2.197 -2.030 1.089 -1.04
C 2.031 -3.114 0.246 -0.49
C 1.662 -2.913 -1.072 -0.94
C 1.413 -1.636 -1.546 -0.50
C 1.546 -0.544 -0.700 0.51
N 1.211 0.765 -1.090 0.25
C 0.307 0.972 -2.208 -1.19
C -0.933 0.076 -2.136 0.75
O -1.195 -0.661 -3.073 -0.70
N -1.682 0.127 -1.017 0.30
C -2.677 -0.923 -0.846 -1.35
C -2.108 -2.001 0.042 0.83
C -1.718 -3.230 -0.481 -0.83
C -1.153 -4.165 0.368 -0.37
C -0.984 -3.841 1.705 -0.57
C -1.395 -2.587 2.127 -0.33
N -1.943 -1.694 1.323 -0.18
C -1.427 1.022 0.092 -0.76
C -2.694 1.417 0.874 -0.42
C -2.377 2.580 1.842 -0.85
C -3.345 3.688 1.414 -0.68
C -3.685 3.277 -0.019 -0.43
O -3.725 1.867 0.010 -0.47
C 1.583 1.833 -0.340 0.41
O 1.182 2.962 -0.557 -0.70
H 4.958 1.862 2.138 0.34
H 5.956 0.934 1.014 0.43
H 4.634 0.146 1.879 0.32
H 4.034 0.626 -0.497 0.16
H 3.741 3.002 -1.216 0.36
H 4.368 3.549 0.335 0.35
H 5.419 2.670 -0.779 0.43
H 2.481 2.297 1.542 0.63
H 2.497 -2.156 2.117 0.50
H 2.206 -4.111 0.617 0.50
H 1.553 -3.753 -1.740 0.45
H 1.104 -1.502 -2.568 0.48
H 0.815 0.743 -3.151 0.40
H 0.037 2.032 -2.212 0.59
H -2.890 -1.324 -1.838 0.59
H -3.584 -0.492 -0.425 0.38
H -1.854 -3.437 -1.530 0.38
H -0.847 -5.131 -0.006 0.44
H -0.545 -4.539 2.400 0.43
H -1.283 -2.276 3.157 0.42
H -0.983 1.938 -0.298 1.03
H -0.741 0.559 0.814 -0.18
H -3.071 0.540 1.408 0.74
H -2.526 2.285 2.878 0.41
H -1.344 2.903 1.721 0.27
H -2.903 4.679 1.467 0.37
H -4.247 3.667 2.026 0.27
H -4.659 3.627 -0.361 0.37
H -2.911 3.629 -0.717 0.21



Version 2
60
Properties=species:S:1:pos:R:3:mulliken_charge:R:1 method="wB97M-V/def2-TZVPD" smiles="COc1cccc(N2CCN(C(=O)CCC(=O)N3CCOc4ccc(C)cc43)CC2)c1" lumo_energy_ev=0.71
C -0.017 -8.299 3.358 -0.87
O 0.010 -6.898 3.251 -0.40
C -0.484 -6.324 2.113 0.59
C -1.016 -7.024 1.037 -0.56
C -1.486 -6.308 -0.052 -0.94
C -1.431 -4.932 -0.095 -0.80
C -0.898 -4.213 0.984 0.90
N -0.844 -2.840 0.983 0.35
C -1.526 -2.049 -0.013 -1.50
C -1.808 -0.643 0.512 -0.70
N -0.573 0.021 0.881 0.60
C -0.399 1.349 1.042 0.39
O 0.710 1.817 1.250 -0.69
C -1.616 2.258 0.944 -1.16
C -1.348 3.272 -0.180 -0.64
C -0.926 2.464 -1.393 0.64
O -1.554 1.482 -1.754 -0.67
N 0.243 2.799 -2.003 0.18
C 0.972 1.769 -2.718 -0.86
C 2.258 1.522 -1.928 -0.30
O 3.070 2.677 -1.933 -0.49
C 2.405 3.857 -1.785 -0.04
C 3.169 5.011 -1.649 -0.88
C 2.566 6.245 -1.537 -0.61
C 1.180 6.368 -1.582 0.76
C 0.529 7.713 -1.472 -1.58
C 0.420 5.220 -1.726 -0.41
C 1.009 3.961 -1.797 0.65
C 0.562 -0.857 1.090 -1.13
C 0.106 -2.123 1.806 -1.02
C -0.435 -4.935 2.085 -0.49
H 0.582 -8.775 2.575 0.34
H -1.041 -8.686 3.317 0.35
H 0.415 -8.529 4.331 0.25
H -1.071 -8.100 1.031 0.39
H -1.897 -6.846 -0.895 0.35
H -1.784 -4.421 -0.976 0.38
H -2.486 -2.518 -0.242 0.69
H -0.950 -1.976 -0.948 0.31
H -2.296 -0.082 -0.290 0.66
H -2.478 -0.709 1.379 0.21
H -2.531 1.708 0.751 0.34
H -1.712 2.790 1.892 0.52
H -0.550 3.944 0.129 0.50
H -2.253 3.843 -0.392 0.40
H 0.350 0.874 -2.765 0.53
H 1.210 2.111 -3.730 0.26
H 2.861 0.727 -2.371 0.35
H 2.002 1.260 -0.892 0.25
H 4.243 4.909 -1.634 0.45
H 3.176 7.129 -1.426 0.41
H -0.502 7.676 -1.815 0.35
H 1.069 8.451 -2.062 0.39
H 0.532 8.047 -0.435 0.32
H -0.655 5.295 -1.805 0.36
H 1.030 -1.117 0.133 0.23
H 1.294 -0.314 1.692 0.65
H -0.340 -1.850 2.774 0.17
H 0.977 -2.756 1.995 0.77
H -0.041 -4.441 2.957 0.49



Which of them is most stable? Easy: version 1.



Version 1
15
Properties=species:S:1:pos:R:3:mulliken_charge:R:1 method="wB97M-V/def2-TZVPD" smiles="C=CC.O.O" lumo_energy_ev=0.65
C 1.442 -0.223 0.557 -0.68
C 0.334 0.370 1.031 0.10
C 0.260 1.345 2.156 -1.04
H 1.471 -0.682 -0.423 0.22
H 2.326 -0.338 1.168 0.26
H -0.614 0.076 0.624 0.32
H -0.197 1.021 3.101 0.27
H 1.209 1.790 2.454 0.31
H -0.425 2.124 1.790 0.26
O -0.712 -2.435 -2.718 -0.63
H -0.238 -2.655 -1.916 0.32
H -0.797 -3.231 -3.259 0.31
O -1.248 1.091 -1.183 -0.63
H -1.763 1.531 -1.856 0.29
H -1.047 0.217 -1.525 0.31



Version 2
15
Properties=species:S:1:pos:R:3:mulliken_charge:R:1 method="wB97M-V/def2-TZVPD" smiles="C=CC.O.O" lumo_energy_ev=0.78
C 0.675 -0.742 0.904 -0.64
C 0.873 -0.921 -0.407 0.06
C 0.298 -2.202 -0.969 -1.04
H 0.939 0.172 1.412 0.19
H 0.121 -1.433 1.517 0.17
H 1.547 -0.340 -1.016 0.30
H -0.309 -2.762 -0.260 0.29
H -0.240 -2.126 -1.916 0.32
H 1.167 -2.862 -1.116 0.33
O 0.123 2.352 1.715 -0.63
H 0.613 1.984 1.012 0.32
H -0.673 2.788 1.422 0.31
O -1.519 0.999 -1.085 -0.64
H -1.398 0.032 -0.959 0.34
H -1.651 1.207 -2.019 0.31



Version 3
15
Properties=species:S:1:pos:R:3:mulliken_charge:R:1 method="wB97M-V/def2-TZVPD" smiles=CC(C)O.O lumo_energy_ev=0.56
C 0.676 -0.217 -0.773 -1.20
C -0.745 -0.602 -0.294 0.54
C -1.753 -0.370 -1.416 -1.21
O -1.137 0.201 0.844 -0.53
H 1.407 -0.421 0.028 0.34
H 0.752 0.846 -1.056 0.32
H 0.935 -0.834 -1.650 0.34
H -0.712 -1.672 -0.001 0.16
H -1.572 -1.010 -2.296 0.35
H -1.603 0.683 -1.710 0.31
H -2.801 -0.500 -1.096 0.31
H -0.372 0.301 1.448 0.28
O 2.454 1.013 2.332 -0.63
H 2.709 1.895 2.688 0.32
H 1.764 0.685 2.953 0.32



Which of them is most stable? Easy: version 3.



Version 1
19
Properties=species:S:1:pos:R:3:mulliken_charge:R:1 method="wB97M-V/def2-TZVPD" lumo_energy_ev=0.47
C -1.284 1.429 -0.020 -1.57
C -0.497 0.133 0.014 0.66
C -0.006 -0.516 1.373 -0.93
C -1.088 -0.551 -0.952 -0.42
C 2.911 -0.167 -0.508 -0.41
H -2.268 1.409 0.364 0.34
H -1.335 2.041 -0.912 0.41
H -0.857 2.264 0.494 0.51
H -0.750 -0.509 2.356 0.30
H 1.203 -0.195 1.968 0.26
H 0.271 -1.793 0.722 0.31
H -1.108 -0.248 -1.962 0.47
H -0.116 -1.358 -1.234 0.24
H -2.041 -0.977 0.664 0.44
H 3.769 -0.953 -0.338 0.25
H 3.063 0.969 -0.601 0.26
N 1.679 -0.496 -0.284 -0.43
O -2.376 -1.021 -0.585 -0.56
O 0.830 0.537 -0.559 -0.14



Version 2
19
Properties=species:S:1:pos:R:3:mulliken_charge:R:1 method="wB97M-V/def2-TZVPD" smiles="CC[C@@H](C)NOC=O" lumo_energy_ev=0.96
C -0.916 -0.572 -1.769 -1.18
C -0.512 -0.841 -0.327 -0.38
C -0.128 0.517 0.422 0.15
C -1.343 1.219 1.002 -1.51
N 0.813 0.316 1.496 -0.36
O 1.976 -0.450 1.174 -0.21
C 2.577 -0.337 -0.015 0.13
O 2.434 0.484 -0.876 -0.47
H -1.255 -1.491 -2.249 0.37
H -1.729 0.149 -1.817 0.29
H -0.073 -0.172 -2.326 0.30
H 0.284 -1.591 -0.308 0.34
H -1.343 -1.289 0.228 0.35
H 0.361 1.156 -0.318 0.39
H -2.057 1.437 0.206 0.35
H -1.043 2.158 1.462 0.40
H -1.834 0.601 1.750 0.38
H 0.397 -0.208 2.265 0.30
H 3.390 -1.085 0.000 0.37



Version 3
19
Properties=species:S:1:pos:R:3:mulliken_charge:R:1 method="wB97M-V/def2-TZVPD" lumo_energy_ev="-0.57 / -0.57"
C -1.114 -1.676 0.518 -0.29
C -0.634 0.594 0.670 -0.99
C 1.725 0.858 -0.636 -1.42
C -1.457 1.046 -0.534 -1.27
N 0.836 -1.472 -0.433 -0.47
C 1.113 -0.095 0.391 1.00
O 0.053 -2.210 0.515 -0.13
O 1.659 -0.272 1.488 -0.73
H 1.732 -1.959 -0.355 0.34
H -1.741 -1.967 1.352 0.40
H -1.537 -1.321 -0.411 0.37
H -1.242 0.274 1.523 0.56
H -0.088 1.425 1.112 0.45
H 1.910 1.819 -0.157 0.37
H 1.108 0.997 -1.522 0.33
H 2.692 0.453 -0.944 0.38
H -1.346 2.116 -0.716 0.30
H -2.526 0.850 -0.408 0.37
H -1.142 0.541 -1.453 0.41



Version 4
19
Properties=species:S:1:pos:R:3:mulliken_charge:R:1 method="wB97M-V/def2-TZVPD" smiles=C[C@H]1O[C@H]1[C@@](C)(N)O lumo_energy_ev=0.90
C 1.124 -1.875 0.624 -1.31
C 0.624 -1.427 -0.703 0.14
O -0.806 -1.396 -0.819 -0.45
C -0.235 -0.147 -1.162 -0.63
C -0.451 0.983 -0.251 1.33
C -0.498 0.797 1.245 -1.61
N 0.264 2.128 -0.631 -0.61
O -1.961 1.163 -0.813 -0.64
H 0.433 -1.694 1.451 0.36
H 2.085 -1.404 0.846 0.27
H 1.272 -2.961 0.622 0.37
H 1.150 -1.904 -1.525 0.44
H -0.122 0.120 -2.208 0.52
H -1.092 -0.082 1.507 0.28
H -0.996 1.654 1.711 0.46
H 0.502 0.702 1.679 0.28
H -0.089 2.961 -0.175 0.24
H 1.263 2.031 -0.763 0.21
H -2.466 0.353 -0.635 0.34



Which of them is most stable? Easy: version 2.



Version 1
19
Properties=species:S:1:pos:R:3:mulliken_charge:R:1 method="wB97M-V/def2-TZVPD" smiles="N/C=C/CCC=O.O" lumo_energy_ev=0.93
N -1.840 1.498 -0.342 -0.56
C -1.639 0.126 -0.076 -0.08
C -0.708 -0.302 0.773 -0.38
C -0.373 -1.732 1.065 -0.65
C 1.101 -2.014 0.753 -0.60
C 1.459 -1.786 -0.707 0.03
O 2.534 -1.334 -1.013 -0.49
H -2.782 1.776 -0.591 0.25
H -1.699 2.020 0.517 0.24
H -2.337 -0.536 -0.563 0.30
H -0.033 0.449 1.150 0.26
H -0.519 -1.868 2.143 0.29
H -1.036 -2.478 0.618 0.35
H 1.677 -1.265 1.282 0.26
H 1.513 -2.943 1.145 0.41
H 0.722 -2.079 -1.476 0.37
O 1.477 4.067 -1.232 -0.64
H 0.617 4.479 -1.347 0.31
H 1.867 3.921 -2.098 0.32



Version 2
19
Properties=species:S:1:pos:R:3:mulliken_charge:R:1 method="wB97M-V/def2-TZVPD" lumo_energy_ev=0.50
C -2.640 1.312 0.425 -1.41
C -1.487 0.358 0.183 0.36
O -1.736 -0.426 -0.971 -0.55
C -0.171 1.171 -0.026 0.00
O 0.308 1.312 -1.151 -0.52
H -3.601 0.797 0.330 0.34
H -2.569 1.767 1.418 0.37
H -2.636 2.126 -0.308 0.32
H -1.362 -0.320 1.032 0.33
H -1.293 0.034 -1.716 0.36
H 0.138 1.794 0.829 0.41
H 3.678 -0.592 0.802 0.23
N 2.800 -0.539 1.334 -0.63
C 1.828 -1.035 0.651 0.11
C 1.973 -1.603 -0.723 -1.09
H 0.778 -0.939 1.075 0.38
H 2.751 -2.369 -0.734 0.42
H 1.024 -2.050 -1.029 0.27
H 2.218 -0.799 -1.422 0.29



Version 3
19
Properties=species:S:1:pos:R:3:mulliken_charge:R:1 method="wB97M-V/def2-TZVPD" smiles="CCCC(=O)NCO" lumo_energy_ev=0.64
C 0.248 -2.483 -0.475 -1.06
C 1.084 -1.591 0.459 -0.66
C 0.802 -0.101 0.374 -0.68
C -0.532 0.271 0.938 0.56
O -1.221 -0.472 1.615 -0.63
N -1.065 1.499 0.608 -0.14
C -0.495 2.396 -0.368 -0.55
O -0.398 1.854 -1.679 -0.51
H -0.803 -2.247 -0.320 0.32
H 0.594 -3.505 -0.337 0.33
H 0.482 -2.193 -1.502 0.26
H 0.721 -1.837 1.460 0.27
H 2.103 -1.944 0.634 0.47
H 0.900 0.228 -0.666 0.35
H 1.577 0.519 0.820 0.41
H -1.993 1.731 0.910 0.28
H -1.165 3.259 -0.387 0.39
H 0.473 2.809 -0.083 0.28
H -1.311 1.806 -2.001 0.32



Version 4
19
Properties=species:S:1:pos:R:3:mulliken_charge:R:1 method="wB97M-V/def2-TZVPD" lumo_energy_ev=-4.27
O 0.178 2.299 1.236 -0.48
C 0.487 1.755 2.303 0.13
N 0.786 0.446 2.457 -0.43
C 0.842 -0.330 1.306 0.13
C -1.728 -1.205 -1.239 -0.16
C -1.497 -0.078 -2.252 -0.97
O -0.593 -1.534 -0.601 -0.44
C 2.106 -0.173 0.482 -0.95
H 0.615 2.438 3.149 0.41
H 1.964 -0.683 -0.474 0.30
H 0.017 0.155 0.713 0.06
H -2.510 -0.776 -0.532 0.22
H -0.735 -0.387 -2.982 0.27
H -2.355 0.276 -2.844 0.36
H -1.050 0.818 -1.794 0.23
H -2.217 -2.055 -1.754 0.33
H 3.032 -0.543 0.942 0.31
H 2.140 0.909 0.235 0.29
H 0.516 -1.332 1.647 0.38



Which of them is most stable? Easy: version 3.



Version 1
19
Properties=species:S:1:pos:R:3:mulliken_charge:R:1 method="wB97M-V/def2-TZVPD" smiles="CNC(=O)C[C@@H](C)O" lumo_energy_ev=0.72
C -1.233 2.187 1.543 -0.79
N -0.689 2.071 0.206 -0.16
C -0.236 0.975 -0.441 0.68
O 0.334 1.070 -1.521 -0.71
C -0.496 -0.406 0.129 -0.71
C 0.733 -1.304 0.044 0.43
C 0.597 -2.612 0.800 -1.38
O 1.022 -1.663 -1.316 -0.57
H -0.805 3.050 2.042 0.31
H -1.102 1.277 2.104 0.28
H -2.309 2.390 1.531 0.27
H -0.476 2.937 -0.267 0.27
H -1.310 -0.823 -0.458 0.29
H -0.815 -0.400 1.174 0.16
H 1.611 -0.740 0.360 0.25
H 0.092 -3.335 0.167 0.34
H 1.601 -3.009 0.991 0.34
H 0.163 -2.464 1.790 0.37
H 0.745 -0.915 -1.863 0.34



Version 2
19
Properties=species:S:1:pos:R:3:mulliken_charge:R:1 method="wB97M-V/def2-TZVPD" smiles="CC(C)N=O.CC=O" lumo_energy_ev=0.02
C 1.624 0.075 0.124 -1.22
C 0.852 -0.653 -0.974 0.40
C 0.556 -2.110 -0.657 -1.19
N -0.361 0.136 -1.436 0.06
O -1.288 -0.496 -1.875 -0.36
H 2.611 -0.369 0.240 0.41
H 1.112 -0.042 1.078 0.23
H 1.734 1.128 -0.122 0.32
H 1.460 -0.586 -1.890 0.34
H -0.036 -2.170 0.249 0.28
H 1.485 -2.664 -0.501 0.38
H 0.011 -2.578 -1.476 0.34
C -1.176 2.084 1.086 -0.99
C -1.662 0.670 1.018 0.17
O -1.216 -0.268 1.622 -0.48
H -0.916 2.395 0.067 0.29
H -1.986 2.731 1.433 0.39
H -0.308 2.174 1.737 0.28
H -2.496 0.542 0.277 0.34



Which of them is most stable? Easy: version 1.



Version 1
19
Properties=species:S:1:pos:R:3:mulliken_charge:R:1 method="wB97M-V/def2-TZVPD" smiles="C=C(N)O.CC(C)=O" lumo_energy_ev=-0.17
C -1.467 -0.329 0.989 -0.74
C -0.091 -0.213 1.219 0.54
N 0.457 0.971 1.740 -0.53
O 0.605 -1.376 1.588 -0.60
H -2.007 -1.256 1.131 0.23
H -2.057 0.567 0.876 0.29
H 1.454 1.018 1.560 0.26
H 0.311 1.052 2.743 0.25
H 0.271 -2.113 1.058 0.40
C -0.337 1.300 -1.199 -1.27
C -0.195 -0.179 -0.888 1.15
C 1.121 -0.751 -1.357 -1.25
O -1.245 -0.962 -1.027 -0.77
H 0.465 1.899 -0.772 0.32
H -1.296 1.693 -0.868 0.28
H -0.292 1.389 -2.290 0.41
H 1.968 -0.098 -1.135 0.33
H 1.298 -1.735 -0.925 0.28
H 1.036 -0.876 -2.442 0.41



Version 2
19
Properties=species:S:1:pos:R:3:mulliken_charge:R:1 method="wB97M-V/def2-TZVPD" lumo_energy_ev=-1.15
C -0.840 1.824 0.779 -0.47
N 0.069 0.787 1.176 -0.27
C 0.669 0.109 0.079 0.05
C 0.082 -1.237 -0.239 0.54
C -1.427 -1.285 -0.310 -1.43
O 0.600 -1.751 -1.477 -0.58
C 2.119 0.233 0.084 -0.26
O 2.747 0.949 0.847 -0.55
H -0.444 2.839 0.874 0.30
H -0.836 1.486 -0.350 -0.59
H -1.879 1.822 1.118 0.26
H 0.852 1.337 1.546 0.35
H -0.571 1.508 -1.306 0.59
H 0.487 -1.962 0.483 0.33
H -1.962 -0.812 0.516 0.30
H -1.772 -2.274 -0.607 0.36
H -1.678 -0.660 -1.184 0.35
H 1.125 -2.544 -1.361 0.36
H 2.658 -0.367 -0.669 0.36



Which of them is most stable? Easy: version 1.



Version 1
19
Properties=species:S:1:pos:R:3:mulliken_charge:R:1 method="wB97M-V/def2-TZVPD" smiles="C=C(C)OC.NC=O" lumo_energy_ev=0.83
C -0.656 -1.162 1.390 -0.99
C 0.013 -0.732 0.313 0.79
C -0.137 -1.294 -1.067 -1.22
O 1.083 0.243 0.520 -0.41
C 2.380 -0.188 0.082 -0.81
H -1.448 -1.894 1.290 0.27
H -0.494 -0.715 2.363 0.32
H 0.158 -0.568 -1.829 0.33
H -1.185 -1.549 -1.252 0.40
H 0.476 -2.192 -1.190 0.37
H 2.702 0.423 -0.765 0.30
H 3.090 -0.060 0.902 0.30
H 2.534 -1.219 -0.245 0.31
N -1.994 1.953 0.341 -0.40
C -0.922 1.853 -0.493 0.29
O -1.032 1.840 -1.710 -0.58
H -2.905 1.730 -0.039 0.22
H -1.871 1.864 1.338 0.24
H 0.209 1.666 0.048 0.28



Version 2
19
Properties=species:S:1:pos:R:3:mulliken_charge:R:1 method="wB97M-V/def2-TZVPD" lumo_energy_ev=0.33
C 0.623 -0.630 -0.224 -0.42
C -0.157 1.249 -0.015 -0.76
C 1.965 -0.889 -0.763 -1.24
C 0.088 1.442 1.478 -1.17
C -0.404 -0.181 -1.160 1.32
N -2.081 -1.263 0.395 -0.50
O -1.662 -0.999 -0.941 -0.29
O -0.216 0.153 -2.332 -0.71
H 0.319 -1.099 0.706 0.55
H -2.971 -0.780 0.508 0.22
H -2.270 -2.263 0.415 0.24
H 0.518 1.862 -0.611 0.41
H -1.153 1.641 -0.238 0.41
H 1.977 -0.792 -1.856 0.32
H 2.350 -1.868 -0.487 0.35
H 2.648 -0.101 -0.425 0.27
H 1.143 1.328 1.731 0.31
H -0.512 0.736 2.050 0.31
H -0.204 2.453 1.769 0.38



Version 3
19
Properties=species:S:1:pos:R:3:mulliken_charge:R:1 method="wB97M-V/def2-TZVPD" smiles="CC[C@@H](C)NC(=O)O" lumo_energy_ev=0.79
C -0.637 -2.594 1.684 -1.15
C -0.022 -2.029 0.378 -0.62
C 0.327 -0.516 0.450 0.58
C 1.849 -0.276 0.471 -1.46
N -0.261 0.129 -0.714 -0.35
C -0.308 1.486 -0.763 0.47
O 0.382 2.246 -0.135 -0.55
O -1.293 1.893 -1.632 -0.51
H 0.148 -3.091 2.254 0.28
H -1.346 -3.379 1.444 0.33
H -1.057 -1.868 2.357 0.37
H 0.832 -2.635 0.110 0.43
H -0.772 -2.166 -0.408 0.27
H -0.136 -0.128 1.354 0.29
H 2.224 0.092 -0.481 0.34
H 2.369 -1.212 0.640 0.43
H 2.101 0.493 1.188 0.28
H -0.960 -0.301 -1.295 0.22
H -1.014 2.685 -2.130 0.36



Which of them is most stable? Easy: version 3.